Density functional theory data (wB97M-V/def2-TZVPD) for a cluster of 14 separate species, C66H174N14O19 in total in a non-equilibrium geometry.

The geometry in ORCA input format:
```
! wB97M-V def2-TZVPD RIJCOSX def2/J DEFGRID3
* xyz 1 2
C 0.36 6.52 3.15
O 1.07 6.08 4.36
C 1.84 4.89 4.15
C 2.69 4.50 5.44
N 2.99 3.07 5.53
C 3.91 2.38 4.64
C 5.41 2.88 4.60
O 6.27 2.73 5.74
C 6.34 1.51 6.30
H -0.63 6.82 3.47
H 0.29 5.77 2.37
H 0.85 7.39 2.71
H 2.59 5.06 3.37
H 1.37 3.99 3.76
H 2.16 4.93 6.30
H 3.65 5.01 5.35
H 3.06 2.87 6.52
H 3.35 2.25 3.71
H 4.02 1.32 4.89
H 5.37 3.93 4.31
H 5.94 2.46 3.75
H 6.75 0.73 5.64
H 5.38 1.16 6.68
H 6.90 1.60 7.23
C 1.48 -7.47 -6.47
O 0.58 -6.37 -6.41
C 1.32 -5.18 -6.58
C 0.33 -4.06 -6.59
N -0.44 -4.08 -7.85
C -1.32 -2.95 -8.10
C -2.57 -3.31 -9.13
O -2.60 -2.35 -10.10
C -3.82 -2.44 -10.86
H 2.31 -7.48 -5.76
H 1.87 -7.51 -7.49
H 0.99 -8.44 -6.40
H 1.92 -5.16 -7.50
H 2.04 -5.02 -5.78
H 0.85 -3.10 -6.69
H -0.41 -4.11 -5.79
H -0.95 -4.95 -7.79
H -0.82 -2.01 -8.32
H -1.74 -2.66 -7.14
H -3.48 -3.31 -8.54
H -2.57 -4.31 -9.56
H -4.20 -3.44 -11.06
H -3.78 -1.84 -11.77
H -4.47 -1.85 -10.22
C -0.38 1.90 3.21
O -0.44 1.01 2.00
C -0.84 -0.34 2.43
C -1.33 -1.24 1.32
N -0.29 -1.72 0.45
C 0.44 -0.82 -0.30
C 1.17 -1.65 -1.32
O 0.25 -2.09 -2.26
C 0.74 -3.03 -3.17
H 0.63 1.95 3.62
H -1.20 1.65 3.89
H -0.46 2.97 3.04
H -1.49 -0.50 3.28
H 0.08 -0.78 2.83
H -2.13 -0.66 0.86
H -1.77 -2.19 1.63
H -0.69 -2.48 -0.09
H 1.04 -0.16 0.34
H -0.24 -0.12 -0.78
H 1.57 -2.53 -0.81
H 2.03 -1.14 -1.75
H 1.76 -2.93 -3.55
H -0.05 -3.09 -3.90
H 0.84 -3.98 -2.64
C -10.40 -1.53 10.30
O -9.72 -1.08 9.11
C -8.36 -0.79 9.05
C -8.00 -0.16 7.63
N -6.68 0.18 7.27
C -6.16 1.47 7.85
C -4.72 1.76 7.54
O -4.52 2.41 6.28
C -3.08 2.76 6.04
H -9.92 -1.35 11.26
H -10.62 -2.60 10.18
H -11.29 -0.90 10.36
H -7.67 -1.61 9.22
H -8.08 -0.05 9.80
H -8.86 0.48 7.40
H -8.28 -0.96 6.95
H -6.46 0.05 6.29
H -6.34 1.40 8.93
H -6.80 2.33 7.67
H -4.16 0.82 7.49
H -4.34 2.38 8.34
H -2.52 3.19 6.87
H -3.21 3.52 5.27
H -2.65 1.93 5.48
C 1.46 0.46 -4.74
O 1.65 1.86 -4.75
C 0.58 2.71 -4.98
C 0.21 2.89 -6.38
N 1.25 3.25 -7.24
C 0.97 3.25 -8.70
C 2.19 3.66 -9.57
O 3.27 2.72 -9.74
C 3.93 2.69 -11.03
H 0.68 0.05 -4.09
H 2.42 0.05 -4.42
H 1.33 -0.03 -5.70
H 0.86 3.70 -4.64
H -0.20 2.47 -4.26
H -0.57 3.65 -6.31
H -0.31 1.98 -6.68
H 2.10 2.78 -6.97
H 0.14 3.87 -9.03
H 0.76 2.22 -8.99
H 2.67 4.56 -9.19
H 1.81 3.88 -10.57
H 4.52 1.78 -11.15
H 4.58 3.55 -11.15
H 3.16 2.70 -11.80
C 1.80 2.13 11.51
C 1.72 1.53 10.10
C 2.36 2.38 8.86
O 2.40 1.63 7.68
C 1.16 1.35 7.08
N 2.41 0.28 10.08
H 1.46 3.14 11.75
H 2.85 2.19 11.79
H 1.39 1.44 12.24
H 0.70 1.25 9.85
H 3.41 2.59 9.09
H 1.71 3.24 8.73
H 0.66 2.28 6.82
H 0.43 0.95 7.79
H 1.32 0.71 6.21
H 2.35 -0.18 9.18
H 3.39 0.45 10.23
C -6.31 3.30 -2.19
C -5.76 3.26 -0.78
C -4.24 3.40 -0.54
O -3.58 2.45 -1.31
C -2.20 2.43 -1.02
N -6.44 4.23 -0.08
H -7.38 3.09 -2.20
H -5.85 2.55 -2.84
H -6.17 4.26 -2.69
H -6.13 2.33 -0.36
H -4.07 3.39 0.54
H -3.84 4.36 -0.87
H -1.72 1.64 -1.60
H -2.01 2.20 0.03
H -1.76 3.39 -1.29
H -6.07 4.45 0.84
H -6.39 4.97 -0.76
C -5.30 -1.64 4.44
C -5.73 -0.49 3.48
C -5.85 -0.87 1.98
O -4.67 -1.46 1.55
C -4.56 -1.73 0.18
N -6.99 0.00 3.98
H -5.43 -1.40 5.49
H -4.26 -1.86 4.20
H -5.90 -2.51 4.16
H -4.96 0.28 3.54
H -6.25 -0.06 1.37
H -6.65 -1.61 1.92
H -5.55 -2.03 -0.15
H -3.76 -2.47 0.11
H -4.19 -0.89 -0.41
H -7.77 -0.22 3.37
H -6.86 0.97 3.73
C 4.18 -1.29 -9.27
C 3.35 -1.36 -7.94
C 4.10 -2.00 -6.72
O 4.29 -3.31 -7.28
C 4.53 -4.37 -6.35
N 3.08 0.04 -7.59
H 5.13 -0.75 -9.25
H 3.63 -0.99 -10.15
H 4.31 -2.35 -9.47
H 2.41 -1.91 -8.05
H 3.53 -2.06 -5.79
H 4.97 -1.48 -6.33
H 4.26 -5.31 -6.83
H 4.07 -4.15 -5.39
H 5.61 -4.36 -6.23
H 3.88 0.55 -7.25
H 2.75 0.55 -8.39
C 4.71 2.20 0.75
C 4.52 0.73 1.30
C 4.07 -0.30 0.18
O 5.07 -0.40 -0.86
C 5.28 -1.69 -1.35
N 5.69 0.42 2.05
H 3.76 2.46 0.27
H 5.37 2.27 -0.12
H 5.08 2.99 1.41
H 3.66 0.86 1.96
H 3.08 -0.05 -0.22
H 3.85 -1.19 0.76
H 4.43 -2.31 -1.65
H 5.89 -2.33 -0.73
H 5.82 -1.67 -2.30
H 6.53 0.67 1.55
H 5.64 -0.57 2.24
C -3.53 1.52 -5.91
C -2.86 0.11 -6.02
C -2.88 -0.72 -4.67
O -4.21 -1.24 -4.35
C -4.18 -2.24 -3.37
N -3.62 -0.55 -7.09
H -3.31 2.19 -6.74
H -3.16 2.02 -5.02
H -4.60 1.35 -5.77
H -1.83 0.06 -6.38
H -2.47 -0.17 -3.82
H -2.09 -1.48 -4.74
H -5.14 -2.24 -2.85
H -3.25 -2.41 -2.82
H -4.17 -3.12 -4.02
H -4.47 -0.94 -6.71
H -3.82 0.14 -7.80
C 4.95 -6.07 1.87
C 4.78 -4.98 0.71
C 3.59 -5.06 -0.25
O 3.83 -6.20 -1.01
C 2.95 -6.35 -2.12
N 4.82 -3.62 1.30
H 4.16 -5.93 2.61
H 5.97 -6.00 2.23
H 4.74 -7.07 1.48
H 5.70 -5.03 0.13
H 3.68 -4.19 -0.90
H 2.69 -5.07 0.37
H 2.61 -5.50 -2.72
H 2.05 -6.87 -1.82
H 3.49 -6.97 -2.84
H 5.81 -3.48 1.45
H 4.27 -3.70 2.15
C 1.74 -2.60 7.82
C 0.55 -3.20 6.94
C 1.23 -4.01 5.73
O 1.74 -3.00 4.90
C 1.72 -3.22 3.52
N -0.13 -4.16 7.82
H 1.46 -1.80 8.52
H 2.48 -2.07 7.23
H 2.18 -3.29 8.54
H -0.14 -2.41 6.64
H 0.39 -4.56 5.31
H 2.04 -4.73 5.79
H 2.51 -3.96 3.42
H 1.86 -2.38 2.84
H 0.74 -3.57 3.18
H -0.49 -3.69 8.64
H 0.35 -4.99 8.14
C 0.29 6.29 -2.34
C 1.20 6.25 -1.07
C 1.78 4.76 -1.00
O 0.73 3.80 -0.95
C 1.35 2.55 -0.89
N 2.21 7.28 -1.20
H 0.78 5.96 -3.26
H -0.21 7.22 -2.60
H -0.50 5.55 -2.23
H 0.71 6.34 -0.10
H 2.34 4.50 -0.10
H 2.59 4.64 -1.72
H 2.35 2.52 -1.31
H 0.75 1.71 -1.23
H 1.47 2.35 0.17
H 2.86 7.08 -1.94
H 2.82 7.22 -0.40
*
```

Orbital gap (spin up / spin down) (hartree): 0.2703 / 0.0911
<S²>: 0.75
LUMO energy (spin up / spin down) (eV): -2.0 / -6.9
Highest occupied orbital energy (spin up / spin down) (eV): -9.4 / -9.4
Relative energy (zero: lowest compared OMol25 entry of this formula, charge and spin) (eV): 6.614

---

Density functional theory data (wB97M-V/def2-TZVPD) for a structure of composition C24H26BrGeIrN5O5S.

The geometry in ORCA input format:
```
! wB97M-V def2-TZVPD RIJCOSX def2/J DEFGRID3
* xyz 1 1
Ir -0.69 -0.85 -0.63
N -1.30 -1.59 -2.52
C -2.78 -1.37 -2.66
C -3.38 -0.58 -1.48
O -4.60 -0.50 -1.33
N -2.45 0.01 -0.73
C -2.71 0.90 0.39
C -1.70 0.68 1.51
O -1.94 1.08 2.63
O -0.59 0.06 1.19
H -0.80 -1.16 -3.30
H -1.12 -2.59 -2.59
H -3.29 -2.32 -2.74
H -2.99 -0.80 -3.56
H -3.73 0.80 0.77
H -2.59 1.94 0.07
C -2.91 -1.80 3.93
N -2.20 -2.23 2.72
C -2.71 -2.23 1.51
N -3.98 -1.88 1.32
S -1.72 -2.81 0.18
H -2.24 -1.91 4.77
H -3.78 -2.44 4.09
H -3.19 -0.75 3.84
H -1.22 -2.43 2.77
H -4.53 -1.50 2.07
H -4.33 -1.76 0.37
Ge 2.83 -0.19 -0.72
C 1.63 -1.65 -0.26
C 1.45 -2.70 -1.18
C 1.27 -4.01 -0.77
C 1.29 -4.31 0.58
C 1.45 -3.30 1.53
C 1.62 -1.99 1.12
C 3.30 0.82 0.84
C 4.59 0.77 1.36
C 4.90 1.46 2.52
C 3.91 2.20 3.16
C 2.62 2.25 2.65
C 2.31 1.56 1.49
H 3.95 -0.69 -1.63
H 1.55 -2.49 -2.24
H 1.15 -4.81 -1.50
H 1.18 -5.34 0.91
H 1.48 -3.54 2.59
H 1.76 -1.21 1.85
H 5.36 0.20 0.85
H 5.90 1.43 2.92
H 4.16 2.75 4.07
H 1.86 2.82 3.17
H 1.29 1.57 1.12
Br -2.20 5.60 -3.50
C -0.56 4.72 -3.28
C 0.62 5.33 -3.71
N 1.81 4.76 -3.59
C 1.88 3.56 -3.01
C 0.76 2.89 -2.55
C -0.49 3.48 -2.68
C 0.88 1.56 -1.91
O 2.05 1.03 -1.91
O -0.14 1.03 -1.44
H 0.59 6.30 -4.18
H 2.87 3.13 -2.92
H -1.38 2.98 -2.33
*
```

Orbital gap (hartree): 0.2998
LUMO energy (eV): -3.1
Highest occupied orbital energy (eV): -11.3
Relative energy (zero: lowest compared OMol25 entry of this formula, charge and spin) (eV): 0.000

---

Density functional theory data (wB97M-V/def2-TZVPD) for the ion C9H15ClN3 with charge +1 in a non-equilibrium geometry.

The geometry in ORCA input format:
```
! wB97M-V def2-TZVPD RIJCOSX def2/J DEFGRID3
* xyz 1 1
Cl 0.40 0.35 2.09
C 0.84 0.11 0.19
N -0.38 -0.06 -0.59
C -1.04 1.25 -0.76
C -2.12 1.40 0.36
N -2.99 0.20 0.36
C -2.20 -0.94 0.76
C -1.20 -1.22 -0.40
C 1.83 -1.35 0.04
C 3.26 -1.00 -0.21
C 3.70 0.22 -0.44
C 2.80 1.36 -0.43
N 1.58 1.25 -0.18
H -1.31 1.44 -1.76
H -0.26 1.90 -0.62
H -1.43 1.37 1.21
H -2.64 2.31 0.16
H -3.73 0.35 1.03
H -3.10 0.13 -0.62
H -2.96 -1.81 0.90
H -1.62 -0.92 1.64
H -0.66 -2.13 -0.40
H -1.89 -1.26 -1.34
H 1.53 -1.94 -0.73
H 1.57 -1.80 1.07
H 3.99 -1.83 -0.09
H 4.78 0.35 -0.58
H 3.25 2.29 -0.67
*
```

Orbital gap (hartree): 0.3430
LUMO energy (eV): -3.1
Highest occupied orbital energy (eV): -12.4
SMILES: Cl[C@]1(N2CC[NH2+]CC2)CC=CC=N1
Relative energy (zero: lowest compared OMol25 entry of this formula, charge and spin) (eV): 1.268

---

Density functional theory data (wB97M-V/def2-TZVPD) for an isolated molecule of C3H8O2 in a non-equilibrium geometry.

The geometry in ORCA input format:
```
! wB97M-V def2-TZVPD RIJCOSX def2/J DEFGRID3
* xyz 0 1
O -2.28 0.85 0.43
C -1.18 -0.01 0.68
C -0.09 -0.16 -0.41
C 1.40 0.08 -0.23
O 2.12 -1.12 -0.07
H -2.12 1.67 0.73
H -0.81 0.51 1.60
H -1.70 -1.00 0.58
H -0.23 -1.09 -1.03
H -0.51 0.66 -1.19
H 1.90 0.62 -1.08
H 1.66 0.76 0.66
H 1.85 -1.77 -0.68
*
```

Orbital gap (hartree): 0.4027
LUMO energy (eV): 0.9
Highest occupied orbital energy (eV): -10.0
SMILES: OCCCO
Relative energy (zero: lowest compared OMol25 entry of this formula, charge and spin) (eV): 2.408

---

Q: relative energy (zero: lowest compared OMol25 entry of this formula, charge and spin) of number 2 (C24H26BrGeIrN5O5S)?
A: 0.000 eV

---

Q: The lowest relative energy (zero: lowest compared OMol25 entry of this formula, charge and spin) belongs to which entry?
A: C24H26BrGeIrN5O5S